<one>
{"formula": "H20KrO10", "method": "ωB97M-V with the def2-TZVPD basis set", "orbital_gap_ha": 0.363, "mol_weight_g_mol": 263.95, "elements": ["Kr", "O", "H", "H", "O", "H", "H", "O", "H", "H", "O", "H", "H", "O", "H", "H", "O", "H", "H", "O", "H", "H", "O", "H", "H", "O", "H", "H", "O", "H", "H"], "xyz": [[10.2263, -10.2543, 5.1732], [9.0770, -7.6298, 7.5886], [8.8617, -7.6885, 6.6578], [10.0336, -7.6087, 7.6129], [12.5316, -7.2613, 4.5878], [13.3508, -7.7559, 4.5623], [12.7869, -6.3896, 4.8899], [10.6631, -12.9021, 2.8117], [10.8465, -13.1873, 3.7068], [10.1469, -13.6141, 2.4339], [12.7639, -9.6584, 2.3422], [13.2667, -9.2338, 1.6470], [11.8886, -9.7702, 1.9713], [10.0991, -10.3354, 1.6156], [10.1101, -11.1356, 2.1409], [9.1732, -10.0998, 1.5567], [8.3569, -9.7155, 9.3413], [8.6131, -9.1110, 8.6447], [7.7442, -10.3194, 8.9216], [9.8652, -6.5503, 3.4958], [10.4673, -7.2932, 3.5390], [9.4228, -6.6486, 2.6527], [13.0919, -12.0820, 4.6817], [13.2392, -11.7412, 5.5639], [12.6489, -11.3699, 4.2202], [11.8348, -7.3052, 7.3428], [12.6144, -7.5692, 7.8315], [12.0768, -7.4212, 6.4240], [7.0814, -11.3921, 7.6635], [6.9413, -10.5339, 7.2633], [6.6282, -12.0041, 7.0837]]}

<two>
{"formula": "H20KrO10", "method": "ωB97M-V with the def2-TZVPD basis set", "orbital_gap_ha": 0.401, "mol_weight_g_mol": 263.95, "elements": ["Kr", "O", "H", "H", "O", "H", "H", "O", "H", "H", "O", "H", "H", "O", "H", "H", "O", "H", "H", "O", "H", "H", "O", "H", "H", "O", "H", "H", "O", "H", "H"], "xyz": [[-0.2986, -1.1734, -0.4148], [1.4404, -2.4064, 2.9093], [2.1160, -2.8834, 2.4274], [0.6623, -2.9601, 2.8433], [-4.3052, -0.7261, 0.0525], [-4.0062, 0.0063, 0.5914], [-3.9221, -1.5000, 0.4655], [-2.9009, 1.1403, 1.9511], [-2.1539, 1.4613, 1.4459], [-2.5180, 0.8167, 2.7665], [1.0767, 0.5699, 2.9232], [1.2666, -0.3637, 3.0160], [1.7241, 0.8849, 2.2925], [2.9790, -1.8185, -3.3381], [2.7991, -1.5112, -2.4495], [3.8506, -1.4774, -3.5382], [-0.5270, 1.2924, -2.6418], [0.2515, 0.8465, -2.9753], [-1.1102, 0.5845, -2.3678], [3.2151, -0.6785, -0.7393], [3.5186, -1.1774, 0.0192], [2.9324, 0.1611, -0.3769], [2.0854, 2.1090, 0.7565], [1.2953, 1.9838, 0.2308], [1.8413, 2.7721, 1.4022], [-0.6959, 2.0900, 0.1137], [-0.8492, 1.9286, -0.8173], [-0.7432, 3.0418, 0.2032], [-2.9222, -0.8136, -2.5802], [-2.5880, -1.6624, -2.2903], [-3.5140, -0.5370, -1.8805]]}

Of them, the most stable is <two> and the least stable is <one>.

<one>
{"formula": "C8H12O", "method": "ωB97M-V with the def2-TZVPD basis set", "orbital_gap_ha": 0.373, "mol_weight_g_mol": 124.18, "elements": ["C", "C", "C", "C", "C", "C", "C", "C", "O", "H", "H", "H", "H", "H", "H", "H", "H", "H", "H", "H", "H"], "xyz": [[-1.6533, 2.2821, -0.2397], [-0.9116, 1.4391, 0.4189], [-3.1293, -1.1213, 0.1601], [-0.3427, 0.3961, 0.9133], [2.0941, 0.4250, 0.5462], [0.4794, -0.2179, -1.3464], [0.8809, -1.8244, 0.4392], [0.7162, -0.3527, 0.0963], [-3.8804, -0.5996, -0.4999], [-1.6977, 3.3007, -0.2886], [-0.5674, 0.1328, 1.8845], [-2.5070, 1.8149, -0.5501], [2.0400, 1.4383, 0.4480], [2.8511, -0.0784, -0.0457], [2.3162, 0.1154, 1.5624], [1.2394, -0.4153, -2.0420], [-0.3557, -0.8691, -1.5315], [-0.0028, 0.7213, -1.4437], [0.0281, -2.2455, -0.0387], [0.6674, -2.0569, 1.4970], [1.7352, -2.2846, 0.0604]]}

<two>
{"formula": "C8H12O", "method": "ωB97M-V with the def2-TZVPD basis set", "smiles": "C=C=C(C)C.C=C=CO", "orbital_gap_ha": 0.351, "mol_weight_g_mol": 124.18, "elements": ["C", "C", "C", "C", "C", "C", "C", "C", "O", "H", "H", "H", "H", "H", "H", "H", "H", "H", "H", "H", "H"], "xyz": [[-2.2170, -2.9633, 0.7138], [-1.2584, -2.4985, -0.0395], [0.1141, 1.4074, -2.0019], [0.3329, 1.5834, -0.7586], [2.1515, 2.2474, 0.8327], [0.1183, 0.8928, 1.5709], [-0.4485, -2.0246, -0.9023], [0.8963, 1.6113, 0.4518], [-0.8061, -1.9869, -2.2594], [-2.0997, -4.0345, 1.0089], [-0.4802, 2.0025, -2.5423], [0.3936, 0.5913, -2.6743], [1.9351, 2.9180, 1.5673], [2.6127, 2.9214, 0.0472], [2.8148, 1.6411, 1.3711], [0.1656, 1.5678, 2.5686], [-0.8349, 0.6732, 1.3775], [0.5701, 0.0007, 1.9414], [0.3505, -1.5103, -0.5770], [-2.9720, -2.3123, 0.8774], [-1.3386, -2.7278, -2.5733]]}

Of them, the most stable is <one> and the least stable is <two>.

<one>
{"formula": "C8H12O", "method": "ωB97M-V with the def2-TZVPD basis set", "smiles": "O[C@H]1[C@H]2C=CCCC[C@@H]12", "orbital_gap_ha": 0.334, "mol_weight_g_mol": 124.18, "elements": ["C", "C", "C", "C", "C", "C", "C", "C", "H", "H", "H", "H", "H", "H", "H", "H", "H", "H", "H", "H", "O"], "xyz": [[-0.1287, 1.4644, 1.1151], [-1.0673, 0.2977, 0.9352], [-0.3587, -1.0675, 1.0576], [-0.7122, -1.8601, -0.1983], [0.4836, -1.7880, -1.0970], [0.8354, -0.3550, -1.4772], [0.0345, 0.8101, -1.3652], [-0.7765, 1.3059, -0.2901], [1.9301, 1.5079, 1.9329], [-0.4804, 2.3769, 1.6046], [-2.0059, 0.4067, 1.4518], [-0.6687, -1.4688, 2.0773], [0.7625, -0.8749, 1.0585], [-1.4817, -1.4537, -0.9086], [-0.8186, -2.9138, 0.0906], [1.4314, -2.1892, -0.6483], [0.0089, -2.4062, -1.8156], [1.7708, -0.3722, -2.1740], [0.5951, 1.6762, -1.7948], [-1.6534, 1.8319, -0.2723], [1.3437, 1.3793, 0.9147]]}

<two>
{"formula": "C8H12O", "method": "ωB97M-V with the def2-TZVPD basis set", "smiles": "CC1(C)[C@H]2[C@@H]3O[C@@H]3C[C@@H]21", "orbital_gap_ha": 0.347, "mol_weight_g_mol": 124.18, "elements": ["C", "C", "C", "C", "C", "C", "C", "C", "H", "H", "H", "H", "H", "H", "H", "H", "H", "H", "H", "H", "O"], "xyz": [[1.7637, 1.3638, -0.1452], [1.0822, 0.0518, -0.2397], [2.0503, -1.1054, -0.2637], [-0.1516, -0.2954, 0.6503], [-1.4244, 0.1925, 1.3407], [-2.4592, -0.2208, 0.2172], [-1.7050, -0.4845, -1.0213], [-0.3319, 0.1832, -0.7728], [2.2337, 1.6249, -1.0790], [2.5449, 1.2978, 0.5912], [1.1128, 2.2001, 0.0924], [2.5521, -1.2923, 0.7694], [2.9020, -0.8114, -0.9807], [1.5391, -2.0545, -0.6667], [-0.0835, -1.4283, 0.6182], [-1.5384, 1.2784, 1.5266], [-1.6778, -0.3889, 2.2822], [-3.2922, -0.8256, 0.5896], [-1.9589, -1.1628, -1.7970], [-0.4656, 1.3070, -0.8158], [-2.6924, 0.5701, -0.8957]]}

Of them, the most stable is <two> and the least stable is <one>.

<one>
{"formula": "CH3O6P", "method": "ωB97M-V with the def2-TZVPD basis set", "orbital_gap_ha": 0.212, "mol_weight_g_mol": 142.00, "charge": -2, "elements": ["C", "O", "O", "O", "O", "O", "O", "P", "H", "H", "H"], "xyz": [[0.0024, 0.8473, 0.4172], [-0.5650, -1.3902, -1.9948], [-1.8364, -2.3122, 0.0280], [0.7333, -2.3035, 0.0082], [0.0716, 1.6862, -0.7756], [1.3583, 0.5373, 0.8101], [-0.5782, 1.6283, 1.4328], [-0.5631, -1.7599, -0.5377], [-0.0107, 1.0382, -1.4832], [1.4289, -0.4002, 0.5779], [-0.0410, 2.4287, 1.5171]]}

<two>
{"formula": "CH3O6P", "method": "ωB97M-V with the def2-TZVPD basis set", "orbital_gap_ha": 0.256, "mol_weight_g_mol": 142.00, "charge": -2, "elements": ["C", "O", "O", "O", "O", "O", "O", "P", "H", "H", "H"], "xyz": [[-0.5743, 1.0762, 0.7321], [0.3154, -0.8727, 2.3358], [0.3411, -1.5008, -0.1337], [-1.5825, -0.3948, -2.1739], [2.4559, -0.2864, 0.6823], [-1.1242, 1.3762, 1.7713], [-0.5999, 1.6337, -0.3624], [0.6282, -0.4917, 0.9437], [2.4722, -0.4859, -0.3186], [-1.6110, 0.5300, -1.7437], [-0.7209, -0.5837, -1.7329]]}

<three>
{"formula": "CH3O6P", "method": "ωB97M-V with the def2-TZVPD basis set", "orbital_gap_ha": 0.291, "mol_weight_g_mol": 142.00, "charge": -2, "elements": ["C", "O", "O", "O", "O", "O", "O", "P", "H", "H", "H"], "xyz": [[-0.3533, 1.4030, -0.9714], [1.4805, -1.0656, -0.0438], [0.5597, -1.7306, 2.2942], [-1.0556, -1.5698, 0.2675], [0.7816, 1.1362, -1.3114], [-1.4317, 0.9204, -1.2820], [0.0303, 0.6257, 1.2556], [0.3249, -0.8287, 1.1114], [-0.5131, 2.3475, -0.2915], [1.3661, -0.3938, -0.6719], [-1.1894, -0.8442, -0.3567]]}

Of them, the most stable is <three> and the least stable is <one>.